1.
The following is a quantum chemistry calculation of a structure of composition C43H59AsGe2N2O4S2Sc in a non-equilibrium geometry, from the Open Molecules 2025 dataset.

Computed properties:
energy relative to the best compared isomer or geometry (same formula, charge and spin)	137.1	kJ/mol
highest occupied orbital energy	-10.176	eV
molar mass	997.2	u
HOMO-LUMO gap	7.378	eV
E_LUMO	-2.80	eV
energy	-272956.5557	eV

```
! wB97M-V def2-TZVPD RIJCOSX def2/J DEFGRID3
* xyz 1 1
Sc -1.43246 -0.25520 0.16092
C 1.45596 -2.82159 2.57941
C 0.14267 -2.17287 3.01062
Ge 0.18606 -0.18703 2.62790
C -1.01635 0.90954 3.80631
C -0.47052 2.32974 3.93989
C 1.94911 0.30991 3.31214
C 2.79609 0.67173 2.34583
Ge 1.83473 0.40573 0.59953
C 3.08129 -0.77762 -0.46737
C 4.24814 -0.01718 -1.09350
C 1.50617 3.23609 0.74274
C 2.28820 4.35619 0.08291
C 4.18795 1.11254 2.53022
C 4.95140 0.69485 3.62309
C 6.24643 1.15350 3.79558
C 6.80358 2.03961 2.88269
C 6.05751 2.46333 1.79311
C 4.76360 1.99917 1.61971
H 1.45143 -3.89295 2.79079
H 2.30405 -2.37255 3.09540
H 1.61795 -2.69786 1.50386
H -0.00266 -2.27259 4.08908
H -0.68622 -2.66797 2.50221
H -1.02160 0.40631 4.77588
H -2.02587 0.94090 3.40173
H 0.53342 2.33025 4.36308
H -1.11635 2.92675 4.58631
H -0.42331 2.81893 2.96545
H 2.21190 0.33422 4.37101
H 2.51573 -1.27191 -1.24908
H 3.43409 -1.52420 0.24848
H 3.90098 0.84665 -1.66617
H 4.77865 -0.67734 -1.78223
H 4.95477 0.32615 -0.34351
H 1.89279 3.04609 1.75035
H 0.45190 3.52307 0.82766
H 3.34958 4.11409 0.03572
H 2.17024 5.27305 0.66305
H 1.92493 4.52955 -0.93062
H 4.52701 -0.00289 4.33477
H 6.82576 0.81967 4.64678
H 7.81638 2.39386 3.02225
H 6.48606 3.15337 1.07723
H 4.16767 2.33063 0.77823
C 1.21826 5.95940 -4.63968
C 1.03661 4.59026 -4.04541
C 0.00616 4.32950 -3.14347
C -0.15873 3.06728 -2.59897
C 0.69415 2.04314 -2.97988
C 1.72865 2.27799 -3.86867
C 1.89238 3.54934 -4.39671
S 0.59069 0.44702 -2.15244
O 0.99306 -0.58051 -3.14648
O 1.57652 2.06206 -0.05593
N -1.01786 0.30045 -1.81864
C -1.93230 0.18201 -2.85465
C -1.68196 0.45497 -4.18880
C -2.69046 0.37011 -5.15993
C -3.95819 -0.01444 -4.83281
C -4.24590 -0.36455 -3.49881
C -5.52053 -0.81881 -3.10499
C -5.72497 -1.20974 -1.81441
C -4.65587 -1.14115 -0.91282
N -3.45600 -0.68590 -1.21243
C -3.23562 -0.28553 -2.50488
H 0.68100 6.71388 -4.06761
H 0.83905 5.98234 -5.66334
H 2.27301 6.23111 -4.67529
H -0.66905 5.12711 -2.85726
H -0.94627 2.87174 -1.88373
H 2.38636 1.46664 -4.15766
H 2.70104 3.73719 -5.09286
H -0.69072 0.74437 -4.49603
H -2.44922 0.62215 -6.18440
H -4.74247 -0.06865 -5.57632
H -6.31534 -0.85650 -3.83977
H -6.68602 -1.57037 -1.47626
H -4.81424 -1.48798 0.09592
C -2.53374 2.59611 0.78908
O -1.93659 1.33756 0.91865
H -1.99610 3.35069 1.37147
H -3.56934 2.57898 1.14544
H -2.55231 2.92467 -0.25605
C -4.64031 -0.16732 2.22891
As -3.07713 -1.35252 2.15979
C -3.09265 -1.72220 4.09072
C -3.88107 -3.10220 1.71603
H -5.54612 -0.71940 2.47579
H -4.77098 0.37121 1.29361
H -4.45333 0.56821 3.01170
H -4.11302 -2.00287 4.34859
H -2.80723 -0.84747 4.66718
H -2.42448 -2.54630 4.33136
H -4.92659 -3.13505 2.02029
H -3.33300 -3.86506 2.26920
H -3.80123 -3.32970 0.65445
C -0.83506 -3.09790 -2.68604
S 0.19169 -2.79565 -1.23910
O -0.71867 -2.06242 -0.24325
C 0.21639 -4.46903 -0.61204
C 1.44549 -5.10888 -0.56836
C 1.50647 -6.42771 -0.13958
C 0.34621 -7.08188 0.24648
C -0.87739 -6.42089 0.22456
C -0.94652 -5.10740 -0.20624
H -1.87380 -3.19675 -2.37299
H -0.47359 -4.01026 -3.15566
H -0.69798 -2.24902 -3.35210
H 2.34291 -4.57839 -0.86509
H 2.45804 -6.94021 -0.10347
H 0.39422 -8.11298 0.57042
H -1.77710 -6.93283 0.53883
H -1.89013 -4.57480 -0.21664
*
```

2.
The following is a quantum chemistry calculation of a structure of composition C43H59AsGe2N2O4S2Sc in a non-equilibrium geometry, from the Open Molecules 2025 dataset.

Computed properties:
energy relative to the best compared isomer or geometry (same formula, charge and spin)	126.2	kJ/mol
highest occupied orbital energy	-10.215	eV
molar mass	997.2	u
HOMO-LUMO gap	7.770	eV
E_LUMO	-2.44	eV
energy	-272956.6690	eV

```
! wB97M-V def2-TZVPD RIJCOSX def2/J DEFGRID3
* xyz 1 1
Sc -0.18054 0.22568 0.44928
C 3.84892 -3.38369 0.00651
C 2.98719 -2.11948 0.08330
Ge 1.42674 -2.18478 -1.07493
C 0.56990 -3.92852 -0.82062
C 1.34629 -5.03351 -1.56255
C 2.05338 -2.33597 -2.88934
C 1.59752 -1.35929 -3.68082
Ge 0.63178 -0.08373 -2.53313
C -1.25522 0.17645 -3.00681
C -1.59971 0.63546 -4.42898
C 1.81365 1.47042 -2.61065
C 1.51593 2.53151 -3.67904
C 1.94773 -1.22244 -5.13099
C 2.86387 -2.09222 -5.73050
C 3.18665 -1.97836 -7.07268
C 2.61126 -0.97943 -7.85261
C 1.70841 -0.10135 -7.27527
C 1.38343 -0.22982 -5.92865
H 4.78215 -3.23250 0.55333
H 4.11623 -3.63676 -1.02403
H 3.34987 -4.24962 0.44596
H 3.55533 -1.24880 -0.24401
H 2.66783 -1.92979 1.11044
H -0.42841 -3.89737 -1.22242
H 0.49380 -4.13598 0.25133
H 1.35475 -4.85494 -2.64073
H 0.85992 -5.99863 -1.39587
H 2.37978 -5.13116 -1.23926
H 2.69731 -3.14087 -3.25891
H -1.65985 0.88349 -2.28584
H -1.72110 -0.79065 -2.80660
H -1.09249 1.56361 -4.70320
H -2.67587 0.82157 -4.50316
H -1.34812 -0.11880 -5.17317
H 2.80281 1.03339 -2.76586
H 1.83195 1.90427 -1.61483
H 1.70865 2.16080 -4.68518
H 2.16207 3.40255 -3.53102
H 0.48101 2.88613 -3.64576
H 3.33872 -2.86769 -5.13957
H 3.89188 -2.67114 -7.51502
H 2.86870 -0.88902 -8.90019
H 1.25590 0.68371 -7.86940
H 0.67347 0.45095 -5.48964
C 4.11449 0.63937 7.19012
C 2.98515 0.64424 6.19028
C 1.86488 1.45393 6.39926
C 0.81724 1.47678 5.49798
C 0.89560 0.67332 4.36161
C 1.98662 -0.16055 4.13879
C 3.02847 -0.16104 5.05441
S -0.43329 0.68268 3.23197
O -0.11408 1.64780 2.13573
O -1.62474 0.98791 3.96931
N -0.44221 -0.66008 2.39799
C -1.07319 -1.82172 2.91312
C -1.14659 -2.22892 4.21354
C -1.84468 -3.41835 4.54833
C -2.47748 -4.15432 3.59390
C -2.46172 -3.71193 2.24617
C -3.20143 -4.33389 1.21245
C -3.20994 -3.78641 -0.03286
C -2.45633 -2.61602 -0.26228
N -1.72961 -2.02585 0.64915
C -1.74113 -2.55842 1.90964
H 3.74012 0.45197 8.19790
H 4.61612 1.60980 7.20799
H 4.85580 -0.12114 6.95191
H 1.81246 2.06884 7.29226
H -0.06126 2.08733 5.67307
H 2.00281 -0.81416 3.27330
H 3.88733 -0.80371 4.88709
H -0.68854 -1.64379 5.00200
H -1.88196 -3.72884 5.58473
H -3.02061 -5.05679 3.85185
H -3.77789 -5.22440 1.43381
H -3.77852 -4.22524 -0.84221
H -2.45737 -2.16141 -1.24671
C 2.75845 1.04977 1.05629
O 1.69863 0.45098 0.35966
H 3.35632 0.29549 1.56818
H 2.40759 1.75798 1.80556
H 3.42262 1.57115 0.36302
C -4.07710 -0.01133 1.80584
As -3.09022 0.35016 0.15889
C -4.33295 -0.58154 -1.01357
C -3.81083 2.13133 -0.15512
H -5.08710 0.36933 1.68636
H -3.60111 0.46615 2.65921
H -4.11554 -1.08607 1.98610
H -5.28795 -0.07306 -0.91895
H -4.45306 -1.61162 -0.69434
H -4.01020 -0.55733 -2.05147
H -4.89033 2.10042 -0.03427
H -3.56347 2.48121 -1.15616
H -3.39591 2.82633 0.56983
C 1.10401 4.05119 0.36716
S -0.22194 3.59782 -0.73578
O -0.57090 2.14175 -0.45066
C -1.47050 4.61676 -0.01988
C -1.91170 5.67256 -0.80433
C -2.85030 6.55358 -0.27817
C -3.34134 6.35284 1.00261
C -2.89294 5.28104 1.77345
C -1.94314 4.40897 1.27180
H 0.87646 3.64789 1.35248
H 1.13148 5.14073 0.38162
H 2.03943 3.64927 -0.01468
H -1.52698 5.80893 -1.80997
H -3.19525 7.39122 -0.87138
H -4.07735 7.03655 1.40859
H -3.28537 5.12650 2.77189
H -1.57946 3.58232 1.86572
*
```

> Look up the energy relative to the best compared isomer or geometry (same formula, charge and spin) of the second one.

126.2 kJ/mol